Entry 1:
Computed, not measured: a 2-piece molecular cluster, C23H15F2NO2 overall in a non-equilibrium geometry, with wB97M-V/def2-TZVPD.

* largest force on an atom: 0.0276 hartree/bohr
* LUMO energy: -3.51 eV
* gap between HOMO and LUMO: 3.9 eV
* 2S+1: 1
* ΔE to the lowest compared entry with this formula, charge and spin: 37.1 kcal/mol

XYZ file:
```
43
C23H15F2NO2 wB97M-V/def2-TZVPD
H 0.22 5.60 2.69
C 3.20 -1.22 -1.23
H 3.51 -1.16 -3.35
C 8.67 4.09 -5.15
H 2.81 -1.72 0.88
C 3.78 -3.18 -2.59
O 4.36 2.66 -4.71
C 9.45 3.65 -4.04
C 7.50 2.57 -3.11
C 2.28 0.77 -0.04
H 1.88 2.77 -0.71
H 0.22 4.25 4.83
H 1.98 0.06 0.74
C 1.37 1.88 2.64
F 0.94 1.77 4.98
C 3.52 -1.82 -2.47
O 6.90 1.23 -1.13
C 1.39 2.62 1.42
C 1.88 2.10 0.16
C 7.30 3.76 -5.21
N 5.32 1.77 -2.78
H 4.02 -3.61 -3.55
H 10.53 3.91 -4.02
H 4.02 -5.08 -1.50
C 0.54 4.56 2.68
C 6.59 1.77 -2.19
C 3.40 -3.44 -0.24
C 8.85 2.88 -3.02
C 0.95 3.97 1.49
C 2.91 0.20 -1.15
C 3.76 -4.03 -1.46
H 3.20 0.82 -2.02
F 3.38 -4.25 0.87
C 0.96 2.49 3.82
C 5.32 2.48 -3.97
C 6.74 3.00 -4.18
C 3.11 -2.09 -0.10
H 1.69 0.83 2.67
H 9.16 4.68 -5.94
H 0.95 4.54 0.55
H 6.70 4.08 -6.03
H 9.43 2.54 -2.18
C 0.54 3.83 3.89
```

Entry 2:
Computed, not measured: C23H15N3PtS2 as an isolated structure, with wB97M-V/def2-TZVPD.

* largest force on an atom: 0.0138 hartree/bohr
* <S²>: 6.030
* LUMO energy (spin up / spin down): -0.62 / -2.90 eV
* gap between HOMO and LUMO (spin up / spin down): 7.5 / 5.8 eV
* 2S+1: 5

XYZ file:
```
44
C23H15N3PtS2 wB97M-V/def2-TZVPD
H 3.99 1.45 -3.67
H 1.32 -1.05 5.15
C 5.20 0.36 -2.27
C -2.02 2.81 -1.66
H -4.73 4.62 -2.57
N 0.47 -0.33 -0.76
C -3.17 -3.15 2.74
C -4.75 2.53 -2.07
N -3.53 -5.51 0.15
C 0.75 -1.56 1.86
H 2.87 1.10 1.78
H 6.14 -0.78 -0.72
H 4.04 -1.15 0.53
S -2.54 -2.18 -1.16
C 1.53 -0.54 1.34
C 2.17 0.11 3.56
C -4.00 1.43 -1.68
H -4.48 0.47 -1.53
C 4.04 -0.58 -0.38
C 5.21 -0.37 -1.09
N -3.19 -3.08 3.88
C -2.78 3.91 -2.05
C -3.35 -4.50 0.66
Pt -1.49 -0.05 -0.97
C 0.68 -1.75 3.23
H 0.06 -2.54 3.63
C 2.26 0.30 2.19
C -4.14 3.77 -2.26
H 6.12 0.53 -2.81
H 1.89 1.07 -2.42
C 2.84 -0.06 -0.87
H -2.30 4.87 -2.19
S -2.48 -0.58 1.24
H 0.20 -2.21 1.18
C 4.00 0.88 -2.75
C -2.77 -2.13 0.56
C 1.38 -0.91 4.08
H -5.82 2.42 -2.23
C -3.11 -3.23 1.30
H 2.72 0.77 4.23
C -2.63 1.57 -1.48
C 2.82 0.67 -2.06
C 1.56 -0.30 -0.13
H -0.96 2.93 -1.49
```

Entry 3:
Computed, not measured: C23H15N5O2 in the gas phase in a non-equilibrium geometry, with wB97M-V/def2-TZVPD.

* largest force on an atom: 0.0853 hartree/bohr
* LUMO energy: -0.96 eV
* gap between HOMO and LUMO: 7.6 eV
* 2S+1: 1
* ΔE to the lowest compared entry with this formula, charge and spin: 0.0 kcal/mol

XYZ file:
```
45
C23H15N5O2 wB97M-V/def2-TZVPD
C -1.55 0.86 -1.56
H 4.32 3.95 1.46
N -0.42 -5.34 2.58
C -2.83 0.27 -1.69
H 3.46 -0.92 1.89
H 2.24 3.00 0.57
H 0.34 -4.52 4.33
N 7.34 2.95 2.96
C -1.24 2.00 -2.33
C -2.14 2.52 -3.26
O -0.46 -6.47 3.09
C 0.21 -3.02 2.77
H 0.64 -2.19 3.34
C 0.04 -4.34 3.32
H -0.30 2.49 -2.22
C -0.23 -2.75 1.46
H -6.00 1.32 -4.01
H 0.84 1.87 -0.59
O -4.12 3.65 -4.81
N -0.83 -0.97 -0.08
C -0.81 -3.87 0.75
C -3.76 0.79 -2.59
H -1.08 -6.04 0.71
C 3.65 0.14 1.78
N -5.72 2.28 -4.23
H -1.87 3.41 -3.83
C 2.67 0.96 1.20
C 2.95 2.34 1.08
C 5.09 2.04 2.08
C 0.58 0.90 -0.23
C 6.32 2.55 2.55
C -3.42 1.91 -3.37
H -6.30 2.84 -4.85
H -3.01 -0.61 -1.08
C 4.15 2.86 1.52
H -1.08 -3.76 -0.30
C 0.02 -1.47 0.83
C -4.42 2.62 -4.21
C -0.58 0.25 -0.60
C -0.77 -5.15 1.30
C 1.39 0.35 0.73
C 4.82 0.69 2.23
H -4.73 0.35 -2.66
N 1.08 -0.80 1.26
H 5.54 0.07 2.72
```

Entry 4:
Computed, not measured: C23H15O5PmSb as an isolated structure in a non-equilibrium geometry, with wB97M-V/def2-TZVPD.

* largest force on an atom: 0.1741 hartree/bohr
* <S²>: 6.026
* LUMO energy (spin up / spin down): -13.07 / -12.88 eV
* gap between HOMO and LUMO (spin up / spin down): 3.8 / 4.0 eV
* net charge: +3
* 2S+1: 5

XYZ file:
```
45
C23H15O5PmSb wB97M-V/def2-TZVPD
H 2.15 3.81 4.11
O -0.83 -2.82 -1.06
H 0.56 3.88 -1.45
C 0.93 3.82 5.88
C -0.35 3.62 6.40
H 5.50 1.15 2.39
C -1.14 2.98 4.20
C -2.21 5.92 0.37
C -1.39 3.20 5.56
O 2.36 -1.99 1.16
C -1.28 5.17 1.11
C -0.38 4.33 0.47
Pm 0.62 0.53 -0.65
H 1.74 4.16 6.53
C -0.28 4.38 -0.93
O 2.29 0.73 -3.96
C 3.26 3.75 0.53
C 4.64 3.73 0.31
H -2.40 3.06 5.95
C 1.84 -1.13 0.59
C 3.48 1.89 2.06
C -2.18 5.87 -1.03
H -2.90 6.44 -1.62
H -0.55 3.79 7.46
O -2.76 -1.91 3.77
H 2.63 4.49 0.05
H -1.19 5.03 -2.77
C -2.21 -1.74 2.80
C -1.22 5.09 -1.68
C 5.45 2.82 0.98
H 5.09 4.44 -0.37
C 1.18 3.60 4.52
H -2.95 6.54 0.88
C 0.17 3.13 3.68
C 4.88 1.88 1.86
H 3.03 1.16 2.78
O -2.88 0.38 -1.22
C 1.82 0.87 -2.90
H -1.26 5.27 2.20
H -1.97 2.71 3.53
H 6.53 2.81 0.84
C -0.38 -1.75 -0.89
C -1.75 0.60 -1.05
C 2.67 2.81 1.38
Sb 0.50 2.66 1.59
```

Entry 5:
Computed, not measured: C23H16AgIN3O2 as an isolated structure, with wB97M-V/def2-TZVPD.

* largest force on an atom: 0.0085 hartree/bohr
* LUMO energy: 2.32 eV
* gap between HOMO and LUMO: 7.1 eV
* net charge: -1
* 2S+1: 1

XYZ file:
```
46
C23H16AgIN3O2 wB97M-V/def2-TZVPD
C -0.06 -2.46 7.48
H 0.66 5.53 1.05
H -2.78 -2.84 4.77
C -4.00 3.33 -0.47
C 0.13 -1.92 6.22
C -2.22 -3.28 6.79
H 1.90 5.53 -1.45
C 2.37 1.73 0.35
C -3.89 1.20 -1.56
H -5.66 2.39 -1.46
O 1.96 0.58 0.04
H 2.25 6.27 0.87
I -1.48 -0.60 -1.74
O 1.20 5.84 -0.87
H -3.13 -3.82 7.02
C -0.45 -1.04 2.80
N -1.59 -4.19 10.12
H 1.04 -1.39 5.99
Ag -0.07 -0.16 0.95
H -0.19 3.95 -0.32
N 4.31 3.02 1.09
C -1.23 -3.15 7.77
H -4.57 4.20 -0.16
C -1.90 2.11 -0.50
C 4.55 0.62 0.94
H -4.36 0.39 -2.11
C 3.75 1.88 0.80
C 1.61 2.94 0.28
C -0.84 -2.05 5.22
H 5.53 0.85 1.34
H 4.65 0.12 -0.03
H 4.09 5.08 1.20
C -2.02 -2.74 5.54
C -2.55 1.10 -1.21
H -2.20 3.99 0.48
C 3.58 4.16 0.96
C -4.62 2.32 -1.20
H 4.03 -0.10 1.58
C 0.22 2.96 -0.08
C 2.27 4.17 0.57
N -0.55 1.93 -0.16
C -2.66 3.22 -0.12
H 0.70 -2.36 8.24
C 1.58 5.50 0.46
C -1.43 -3.73 9.08
C -0.64 -1.50 3.92
```

Entry 6:
Computed, not measured: C23H16AsN2O3PdS3 as an isolated structure in a non-equilibrium geometry, with wB97M-V/def2-TZVPD.

* largest force on an atom: 0.0311 hartree/bohr
* LUMO energy (spin up / spin down): -6.83 / -6.83 eV
* gap between HOMO and LUMO (spin up / spin down): 5.2 / 5.2 eV
* net charge: +1
* 2S+1: 1
* ΔE to the lowest compared entry with this formula, charge and spin: 52.9 kcal/mol

XYZ file:
```
49
C23H16AsN2O3PdS3 wB97M-V/def2-TZVPD
O -3.18 -4.51 -2.17
C 2.60 -3.31 1.63
H 4.27 0.45 2.43
O -2.68 -2.21 -1.36
C -0.49 4.39 -2.63
N 4.88 -2.90 0.51
S 1.54 -2.36 -0.73
As 0.53 0.68 -1.05
C 1.39 0.54 0.67
H -2.79 -2.44 -4.18
H -1.73 -3.85 -4.36
C 0.88 4.86 -0.71
H 0.00 6.36 -1.96
S -0.11 -2.92 1.31
C -0.34 3.03 -2.40
S -2.26 -3.43 -2.16
C 0.95 0.13 3.02
H 0.27 -0.06 3.83
C 0.41 2.59 -1.31
C -1.91 -2.94 -3.80
C -1.15 0.31 -0.10
H -2.63 0.60 -1.66
C 3.90 -3.13 1.07
C 2.31 0.19 3.27
H 1.36 5.58 -0.06
H 3.47 0.74 0.12
C -2.01 0.08 2.17
C 1.03 3.50 -0.47
C -2.47 0.46 -0.60
H -0.79 2.32 -3.09
Pd -0.69 -1.82 -0.76
C 2.34 -3.75 2.97
H 2.68 0.06 4.28
C -0.91 0.19 1.31
H -4.13 0.11 2.31
C 3.21 0.42 2.23
H -1.88 -0.04 3.23
C 2.75 0.58 0.92
C 1.53 -2.96 0.87
C 0.49 0.30 1.71
H -1.07 4.74 -3.47
H -4.53 0.51 -0.09
C -3.28 0.18 1.65
H -1.04 -2.29 -3.83
H 1.61 3.17 0.38
C -3.52 0.40 0.26
N 2.02 -4.13 4.01
C 0.12 5.30 -1.78
O -0.93 -3.72 -1.45
```

Entry 7:
Computed, not measured: an isolated ion of composition C23H16BrF19N3O2Si and charge -1 in a non-equilibrium geometry, with wB97M-V/def2-TZVPD.

* largest force on an atom: 0.2090 hartree/bohr
* LUMO energy: -0.21 eV
* gap between HOMO and LUMO: 2.9 eV
* net charge: -1
* 2S+1: 1

XYZ file:
```
65
C23H16BrF19N3O2Si wB97M-V/def2-TZVPD
C -2.16 2.83 2.99
O 5.25 -0.73 -2.65
C -3.26 -1.23 3.58
H 1.34 -0.21 3.73
C 5.25 -1.84 -1.89
O 4.17 -4.61 -1.90
F 3.36 -4.33 0.38
H 5.41 -0.89 0.99
N 4.17 -2.26 -0.92
H -2.71 0.86 0.05
C -2.22 3.33 1.44
C 3.94 -3.75 -0.89
H 0.72 -1.64 -5.00
H -0.57 3.30 -0.22
H 4.79 -2.19 2.26
F -0.75 2.79 3.51
F -2.77 3.97 3.79
H 3.51 1.96 1.08
C 1.76 -1.14 3.11
H 3.87 1.82 2.93
F -2.90 -1.67 -5.74
C -2.02 1.54 -0.60
C -1.90 0.55 -3.20
C 0.30 -0.04 -1.47
C -2.00 -0.47 -5.90
F 6.48 -2.71 -2.02
H -2.76 2.26 -1.21
C -3.00 0.79 -6.25
F -4.41 1.46 2.79
F -5.64 -1.72 2.88
F -1.30 0.06 4.42
C -1.22 -0.30 -4.43
H 0.84 -1.55 2.49
C -2.31 0.07 3.30
C 3.06 1.53 2.10
C 4.82 -1.02 1.99
F -2.38 2.13 -5.99
N 2.32 -1.66 -2.58
H -2.96 1.05 -3.39
H -4.04 0.68 -5.68
C 0.23 -1.00 -4.11
F -4.10 -1.12 4.82
F -3.91 -3.13 2.01
C -4.24 -1.70 2.38
F -3.59 3.50 0.87
H 5.44 -0.51 2.85
Si 3.01 -0.42 1.83
F -3.33 1.71 4.88
F -2.32 -2.38 3.85
N 0.92 0.09 -0.11
F -3.34 0.72 -7.72
F -1.06 -0.70 -7.02
H 2.23 -1.95 3.81
H 2.00 1.96 2.32
C 1.03 -0.90 -2.64
C -1.19 2.51 0.42
C -3.06 1.53 3.40
C 2.22 -0.63 0.05
C -1.17 0.70 -1.70
F -1.52 -0.16 2.07
H -0.42 1.98 1.12
C 2.86 -1.50 -1.18
F -4.18 -0.94 1.12
F -1.65 4.73 1.45
Br 7.02 0.59 -2.61
```

Entry 8:
Computed, not measured: C23H16Cl2FeIN3O3 as an isolated structure in a non-equilibrium geometry, with wB97M-V/def2-TZVPD.

* largest force on an atom: 0.0302 hartree/bohr
* <S²>: 8.810
* LUMO energy (spin up / spin down): -3.69 / -5.69 eV
* gap between HOMO and LUMO (spin up / spin down): 7.2 / 5.3 eV
* net charge: +1
* 2S+1: 6

XYZ file:
```
49
C23H16Cl2FeIN3O3 wB97M-V/def2-TZVPD
H 1.75 5.41 -2.37
H 2.51 -4.60 0.96
H 4.00 -0.10 -1.35
C -2.93 -1.28 0.46
N -1.51 -1.26 0.44
C -0.13 2.61 -2.16
O 0.72 1.41 1.58
Cl 2.26 2.82 3.65
C 1.29 4.52 -1.96
C 0.47 3.74 -2.73
C -0.17 -4.33 0.60
C 0.63 -2.08 -0.26
C 0.92 -3.34 0.29
C -5.69 -1.42 0.74
C -3.59 -2.49 0.26
H -6.77 -1.47 0.86
Fe -0.17 0.28 0.15
H -0.74 -4.89 -1.19
N 3.25 -2.76 0.34
C 2.37 4.90 0.28
H -1.29 -2.03 -1.47
H -0.72 -4.02 1.48
Cl 3.13 6.32 -0.26
H 0.27 -5.31 0.82
H 4.11 0.16 0.39
C 0.92 3.00 -0.16
C 1.18 2.50 1.20
C 2.00 3.33 2.06
C 1.67 -1.18 -0.51
C -3.67 -0.15 0.77
H -3.01 -3.37 0.01
C 1.53 4.16 -0.63
C 2.24 -3.63 0.55
C -5.05 -0.20 0.91
H -5.48 -3.50 0.27
O -1.13 -4.42 -0.45
C 2.57 4.50 1.59
C -0.81 -1.72 -0.54
O 1.40 0.04 -1.01
N 0.08 2.26 -0.91
C 4.11 -0.61 -0.39
H 5.06 -1.14 -0.35
C -4.97 -2.55 0.41
H 0.27 3.99 -3.76
H -5.61 0.70 1.13
H -0.80 1.99 -2.74
H 3.19 5.09 2.25
C 2.99 -1.57 -0.16
I -2.66 1.67 0.91
```